{
  "formula": "CH26O11",
  "method": "ωB97M-V/def2-TZVPD",
  "elements": ["O", "H", "H", "H", "O", "H", "H", "H", "O", "H", "H", "H", "C", "O", "H", "H", "H", "O", "H", "H", "O", "H", "H", "O", "H", "H", "O", "H", "H", "O", "H", "H", "O", "H", "H", "O", "H", "H"],
  "positions_angstrom": [[8.17856, 17.83470, -25.07301], [8.55148, 17.01773, -24.51105], [7.41171, 17.52272, -25.58488], [7.86811, 18.55919, -24.47391], [8.67973, 17.21288, -19.00699], [7.95808, 16.57086, -19.10678], [9.55570, 16.71569, -19.13609], [8.64726, 17.66719, -18.13699], [7.03704, 12.87053, -20.70403], [6.77836, 13.77154, -20.44607], [7.74405, 12.45731, -20.17236], [7.11442, 12.73838, -21.68107], [9.30558, 16.13798, -22.34793], [9.02289, 15.88425, -23.63523], [10.36456, 16.07806, -22.02801], [9.01933, 17.15056, -21.99285], [8.81697, 15.37850, -21.66098], [10.82734, 15.52471, -19.20826], [11.60583, 15.45523, -19.78228], [10.67905, 14.63675, -18.86626], [6.30907, 14.75270, -24.15736], [7.13634, 15.24963, -24.07440], [6.28969, 14.43461, -25.06722], [10.98681, 16.86040, -25.32752], [11.48319, 17.49934, -24.80459], [10.52936, 16.30733, -24.67618], [6.84482, 19.50947, -23.32079], [6.48797, 20.36549, -23.59032], [6.31307, 19.24350, -22.56522], [12.91896, 17.29063, -21.56932], [13.82221, 17.00678, -21.75514], [12.38217, 16.77485, -22.18000], [11.73661, 13.95557, -23.42041], [11.35491, 13.21614, -22.93883], [11.05846, 14.64199, -23.41429], [9.92959, 13.82673, -26.35475], [10.76277, 13.36482, -26.49402], [10.10150, 14.41799, -25.61699]],
  "forces_ev_per_a": [[-0.38, 0.13, -0.25], [0.68, -0.81, 0.96], [0.11, 0.16, -0.09], [-0.27, -0.05, 0.16], [0.32, -0.02, 0.09], [-0.18, 0.24, 0.10], [0.74, -0.39, -0.06], [0.00, -0.03, -0.11], [-0.17, -0.37, -0.40], [-0.01, 0.03, -0.15], [-0.02, -0.02, -0.09], [-0.04, 0.14, 0.07], [-0.09, 0.31, 1.32], [-0.40, 0.38, -1.41], [0.10, -0.16, -0.37], [-0.26, -0.12, 0.01], [-0.11, 0.22, 0.11], [-0.68, 0.20, -0.04], [0.03, 0.42, -0.04], [0.19, 0.03, 0.16], [-0.04, 0.07, 0.28], [0.41, -0.20, 0.02], [0.00, -0.11, 0.05], [0.18, 0.00, 0.15], [0.12, 0.03, -0.18], [-0.16, 0.18, -0.03], [0.12, 0.04, -0.16], [0.09, 0.00, -0.03], [-0.04, -0.05, -0.06], [-0.27, -0.32, 0.18], [0.03, 0.10, 0.02], [0.17, 0.02, -0.18], [0.05, 0.26, 0.26], [0.02, -0.09, -0.14], [-0.15, -0.18, -0.18], [-0.22, -0.11, 0.12], [0.01, 0.06, -0.05], [0.12, 0.01, -0.05]],
  "total_charge": 2,
  "e_tot_ev": -23961.111,
  "spin_multiplicity": 1,
  "e_homo_ha": -0.551
}

---

{
  "formula": "C5H4ClO2",
  "method": "ωB97M-V/def2-TZVPD",
  "elements": ["O", "C", "O", "C", "C", "C", "C", "Cl", "H", "H", "H", "H"],
  "positions_angstrom": [[-0.13107, -2.48386, 2.26626], [-0.72317, -2.21692, 1.20812], [-1.27121, -3.01041, 0.43820], [-0.84539, -0.70405, 0.81566], [0.15868, -0.09971, 0.04978], [0.18980, 1.25156, -0.53752], [1.08993, 1.82961, -1.36406], [0.96928, 3.44885, -1.92590], [-1.69588, -0.24153, 1.10822], [1.06053, -0.59675, -0.11604], [-0.67217, 1.72165, -0.17054], [1.87067, 1.10156, -1.77219]],
  "forces_ev_per_a": [[0.34, 0.55, 0.37], [0.11, 0.38, 0.51], [-0.54, 0.01, -0.91], [5.13, -1.07, -2.59], [-1.95, 0.04, 1.02], [0.04, -0.53, 0.30], [-0.01, -3.12, 0.61], [0.14, 0.11, -0.18], [-2.66, 1.67, 0.65], [1.19, -1.49, -0.23], [-1.06, 1.68, 0.09], [-0.73, 1.77, 0.35]],
  "total_charge": -1,
  "e_tot_ev": -21867.211,
  "spin_multiplicity": 1,
  "smiles": "O=C([O-])/C=C/C=C/Cl",
  "e_homo_ha": -0.151
}

---

{
  "formula": "C5H8O2",
  "method": "ωB97M-V/def2-TZVPD",
  "elements": ["C", "C", "O", "C", "O", "C", "C", "H", "H", "H", "H", "H", "H", "H", "H"],
  "positions_angstrom": [[-1.81820, -0.75199, 0.11318], [-0.40419, -0.77988, 0.58606], [-0.18814, -1.70539, 1.35713], [0.70472, 0.14113, 0.28149], [1.79892, -0.04389, 1.11238], [0.50197, 1.52810, -0.24222], [0.95510, 0.45215, -1.18044], [-2.00654, -1.46560, 0.95124], [-2.24869, 0.25836, -0.10853], [-1.98282, -1.38410, -0.76117], [1.68318, -0.92130, 1.51526], [1.24950, 2.23394, 0.10663], [-0.50251, 1.92811, -0.34335], [0.25558, 0.08236, -1.92602], [2.00213, 0.42801, -1.46165]],
  "forces_ev_per_a": [[0.23, -0.11, -0.24], [0.44, -0.43, 0.12], [1.17, 0.10, 0.16], [-0.06, 0.00, -0.06], [0.21, -0.02, -0.05], [-0.08, 0.20, 0.05], [0.09, -0.03, -0.23], [-2.27, 1.22, -0.45], [-0.01, -1.07, 0.89], [0.38, 0.17, -0.28], [-0.07, 0.11, -0.06], [-0.13, -0.10, -0.07], [0.14, -0.10, 0.04], [0.12, 0.04, 0.16], [-0.14, 0.04, 0.01]],
  "e_tot_ev": -9407.977,
  "spin_multiplicity": 1,
  "smiles": "CC(=O)C1(O)CC1",
  "e_homo_ha": -0.357
}

---

{
  "formula": "C7H12N4O",
  "method": "ωB97M-V/def2-TZVPD",
  "elements": ["C", "C", "N", "C", "C", "N", "H", "H", "H", "H", "H", "H", "C", "N", "N", "C", "C", "O", "H", "H", "H", "H", "H", "H"],
  "positions_angstrom": [[3.60373, 0.21863, 1.33593], [3.57640, 0.01801, -0.16829], [2.44979, -0.69874, -0.79947], [2.64937, 0.72857, -1.08856], [1.70759, 1.71018, -0.54021], [1.00811, 2.47367, -0.02652], [3.77000, -0.71691, 1.88119], [2.68036, 0.67276, 1.71349], [4.44313, 0.88392, 1.59827], [4.53720, -0.20896, -0.63035], [1.68993, -0.83217, -0.13771], [2.97415, 0.90017, -2.10019], [-1.14955, -1.62791, -0.28212], [-1.22201, -0.37546, -0.46926], [-2.32034, 0.30555, -0.05108], [-3.55318, -0.40820, 0.10983], [-4.69687, 0.53460, 0.12088], [-4.57401, 1.69808, -0.16852], [-0.22825, -2.10948, -0.61579], [-1.92117, -2.29474, 0.11376], [-2.44947, 1.13789, -0.60417], [-3.73865, -1.13632, -0.70181], [-3.55507, -0.99753, 1.04922], [-5.68120, 0.12439, 0.46149]],
  "forces_ev_per_a": [[0.28, 0.45, -0.10], [-0.17, -0.46, 0.25], [0.45, 0.09, 0.05], [-0.73, 0.25, 0.41], [0.01, 0.15, 0.34], [0.51, -0.58, -0.52], [-0.06, 0.02, -0.31], [0.12, -0.07, -0.16], [-0.34, -0.15, -0.06], [-0.17, -0.14, 0.19], [0.03, 0.20, 0.07], [-0.02, 0.29, -0.15], [0.43, -0.69, -0.37], [0.05, 0.09, 0.26], [-0.09, -0.19, -0.42], [0.24, -0.77, 0.42], [-0.56, 0.67, 0.44], [-0.26, -0.23, -0.07], [-0.21, 0.11, 0.08], [0.03, 0.35, 0.09], [0.17, 0.28, 0.13], [0.04, -0.01, 0.04], [-0.10, 0.25, -0.33], [0.35, 0.09, -0.27]],
  "e_tot_ev": -15458.151,
  "spin_multiplicity": 1,
  "smiles": "C[C@H]1N[C@H]1C#N.C=NNCC=O",
  "e_homo_ha": -0.339
}

---

The evaluated frontier orbital gap for the records listed, in turn: 0.244; 0.261; 0.392; 0.369 Ha.
The evaluated energy above the lowest of the compared OMol25 structures with the same formula, charge and spin for the records listed, in turn: 0.00; 3.11; 42.79; 68.28 kcal per mole.